# 1
Molecular formula: C18H14Cl2CoN6O2Te
Method: DFT, ωB97M-V/def2-TZVPD

```
44
Properties=species:S:1:pos:R:3
H 0.404 4.330 1.137
O -0.777 0.449 -3.747
H -3.047 -0.390 2.059
C 1.708 -2.047 3.608
C 0.169 2.618 -0.118
Co 0.410 -0.153 0.060
H -0.828 2.694 -3.381
H -0.330 -4.405 -3.894
Cl -1.063 5.525 -3.369
H -2.272 -1.342 -0.136
Cl -0.269 6.578 -0.465
O 1.021 2.819 2.695
N 0.522 1.602 0.761
H 2.164 -1.077 5.492
C 0.135 3.979 0.153
C -0.560 3.054 -2.400
H 1.661 1.210 4.514
N -0.092 0.770 -1.546
H -0.975 -1.993 -4.224
H 0.986 -4.980 -1.833
H -1.433 -0.364 2.338
N -1.870 -0.588 0.421
H 1.361 -3.233 -0.147
C -0.398 0.068 -2.635
C 1.869 -0.949 4.458
C 0.624 -3.976 -2.010
C 1.226 0.434 2.604
C -0.163 -1.405 -2.368
H -2.259 0.289 0.091
C 0.909 1.772 2.028
C -0.179 2.146 -1.419
C -0.538 -2.352 -3.304
H 1.169 -2.697 1.653
N 0.449 -1.728 -1.208
N 1.133 -0.631 1.740
H 1.857 -3.060 3.961
C -0.242 4.871 -0.848
C 0.836 -2.995 -1.061
N -2.165 -0.819 1.801
C 1.334 -1.850 2.300
C 1.600 0.299 3.932
C -0.089 -3.653 -3.154
Te -3.415 -3.233 -2.434
C -0.586 4.415 -2.105
```

Values from the calculation:
- Expectation value of S²: 0.75
- Total charge: -2
- HOMO energy (spin up / spin down): -0.20 / -0.20 eV
- Spin multiplicity: 2


# 2
Molecular formula: C22H27IrN3O7
Method: DFT, ωB97M-V/def2-TZVPD

```
60
Properties=species:S:1:pos:R:3
H 1.885 -1.901 1.906
H -1.682 -3.638 2.491
O 0.653 -2.926 -0.587
C 0.883 1.904 -0.356
O -1.315 -1.640 2.461
H -1.796 -3.470 -1.879
H 1.179 -1.256 -3.500
H 4.022 -0.996 2.758
H 0.418 4.859 -1.850
O 0.308 -0.494 -1.745
C -1.633 -3.730 -0.834
C -2.266 -2.727 2.365
O 4.059 5.422 -0.097
H -1.320 0.469 -2.584
O -1.984 -2.547 -0.052
C -1.610 1.467 -0.068
C 1.323 -2.615 -1.839
H 2.298 -2.220 -1.559
H 1.472 -3.533 -2.407
O -1.277 0.597 0.959
C 3.747 0.889 1.781
C 3.401 -0.378 2.123
N 2.963 5.139 -0.479
H 4.222 3.360 1.013
H -2.610 2.533 -2.693
H -0.393 -1.969 -3.042
H 4.668 1.338 2.132
H 0.166 -4.856 -1.246
C -0.717 2.965 -1.746
H -2.991 -2.671 3.179
H -3.537 -3.610 0.863
H -1.890 4.215 -2.943
N -0.427 1.653 -1.050
C -2.281 0.549 2.049
C -1.736 -0.419 3.077
C 3.287 2.969 0.625
C 2.882 1.646 0.948
C 1.657 1.061 0.472
C 0.348 3.843 -1.476
C -0.300 0.637 -2.223
C -1.801 3.229 -2.494
O 2.282 5.730 -1.290
N 1.343 -0.239 0.853
H -2.383 1.551 2.468
C 1.299 3.223 -0.662
H -2.452 1.112 -0.669
H -0.085 -4.500 0.472
C 0.562 -1.598 -2.667
H -2.492 -0.605 3.843
H -3.228 0.228 1.614
C -0.202 -4.113 -0.538
C 2.515 3.749 -0.161
H -3.646 -1.852 0.921
H -0.855 -0.003 3.564
H -2.302 -4.551 -0.577
C 2.182 -0.895 1.634
C -2.966 -2.697 1.024
H -1.812 2.462 0.337
H 0.306 1.141 -2.982
Ir -0.342 -1.295 0.360
```

Values from the calculation:
- Expectation value of S²: 0.75
- Total charge: +4
- HOMO energy (spin up / spin down): -20.18 / -21.14 eV
- Spin multiplicity: 2


# 3
Molecular formula: C5H11OS
Method: DFT, ωB97M-V/def2-TZVPD

```
18
Properties=species:S:1:pos:R:3
H 3.819 0.134 -0.197
H -1.503 -1.265 -2.198
H 0.454 1.341 1.871
H -1.228 -0.456 2.125
H 1.490 0.291 -1.579
H -2.738 -1.155 1.230
S -1.136 0.189 -0.124
H 3.328 1.378 -1.016
H -2.260 -1.624 -0.628
C 0.525 0.668 0.101
H 3.115 1.281 0.907
H -2.801 0.632 1.660
H -0.624 -2.331 -1.011
C 1.686 0.540 -0.496
C -1.334 -1.426 -1.091
O -1.816 1.175 -0.845
C -2.041 -0.241 1.413
C 3.065 0.869 -0.121
```

Values from the calculation:
- Total charge: +1
- HOMO energy: -14.49 eV


# 4
Molecular formula: C19H62O19
Method: DFT, ωB97M-V/def2-TZVPD

```
100
Properties=species:S:1:pos:R:3
O -17.618 -3.041 21.877
C -19.473 2.390 20.504
H -13.620 -3.964 15.732
O -15.901 -3.097 24.384
O -16.500 -5.202 17.147
H -19.699 1.413 17.011
C -12.398 -0.618 22.570
C -12.694 -3.425 15.959
O -18.959 -0.065 17.796
C -15.952 -5.087 18.440
H -14.403 -1.832 17.482
O -15.166 -1.289 17.748
H -16.542 0.308 19.230
H -19.948 -2.203 20.697
H -14.256 2.381 24.356
H -16.689 -5.312 19.220
H -18.412 -0.558 18.423
O -14.917 1.768 24.014
H -15.515 -4.092 18.602
H -16.753 2.964 15.776
H -15.178 -2.410 19.501
H -13.353 0.761 23.534
O -20.715 1.861 20.998
C -20.932 -1.823 21.004
O -15.934 0.372 15.496
H -20.174 -0.562 16.217
C -19.551 3.834 20.140
H -16.368 -1.078 14.045
H -16.880 1.914 23.417
O -18.062 -2.905 17.394
H -16.133 -0.395 20.775
H -17.617 -3.952 22.182
H -11.832 -4.092 16.021
C -16.027 2.570 23.586
H -16.262 3.286 24.378
O -12.814 -2.645 17.141
H -15.656 -1.778 22.844
H -18.379 -2.758 23.752
C -18.553 -1.989 16.416
H -15.141 -5.812 18.528
C -15.705 3.253 22.279
H -13.347 -4.402 20.233
C -15.572 -0.391 14.367
O -21.538 -2.613 22.012
H -17.602 -1.943 20.517
H -12.765 -5.758 17.820
H -16.472 3.975 21.993
H -12.541 -2.748 15.117
H -21.758 -3.473 21.646
C -19.587 -1.056 16.989
H -11.845 -0.655 20.531
C -17.747 -2.212 23.054
C -16.369 -1.974 23.646
O -20.283 4.133 18.992
H -14.767 3.823 22.369
H -20.739 -0.825 21.391
H -16.142 -2.970 25.305
H -16.975 3.729 18.037
O -13.232 0.844 20.879
O -12.552 0.240 23.679
H -19.019 -2.583 15.627
H -12.968 -3.254 17.881
H -11.585 -1.311 22.794
C -17.601 2.784 16.439
H -11.204 0.738 21.445
H -14.285 -0.923 19.582
O -17.707 3.833 17.423
H -17.083 -4.437 17.023
H -17.723 -1.400 16.015
H -19.188 1.762 19.659
H -13.301 -1.235 22.444
O -15.618 2.302 21.236
H -13.008 1.320 20.073
H -16.387 -1.075 24.276
O -17.575 -1.439 19.686
O -19.959 2.268 16.635
H -19.958 4.412 20.977
H -21.561 -1.761 20.113
H -20.264 -1.627 17.636
H -14.852 1.729 21.390
H -17.864 -2.426 18.214
H -20.810 2.200 21.893
H -11.877 -6.086 19.315
H -18.786 1.841 14.974
H -13.614 -6.398 19.261
H -19.816 3.768 18.224
C -16.388 -0.646 19.738
H -14.675 -0.995 14.552
C -12.828 -5.734 18.902
O -13.073 -4.388 19.312
H -15.361 0.266 13.524
H -15.831 -0.210 16.263
C -12.082 0.107 21.286
H -18.509 4.207 20.058
C -18.926 2.616 15.741
H -18.175 -1.252 22.764
H -17.389 1.853 16.975
H -19.189 3.534 15.211
H -18.694 2.258 21.271
C -15.201 -1.363 19.163
```

Values from the calculation:
- SMILES string: OCCO.OCCO.OCCO.OCCO.OCCO.OCCO.OCCO.CO.CO.CO.CO.CO
- HOMO energy: -9.05 eV


# 5
Molecular formula: C19H25AuN4S2
Method: DFT, ωB97M-V/def2-TZVPD

```
51
Properties=species:S:1:pos:R:3
H -2.172 -2.461 1.253
C 1.596 2.731 -0.106
H 3.853 2.899 -2.623
C 3.200 1.077 -1.698
C 1.657 1.353 0.152
C 0.250 2.508 2.717
N -0.897 -1.025 2.129
C -2.248 -1.454 1.661
H -0.440 -2.949 2.887
S -1.400 0.654 -1.070
C 0.140 1.236 2.152
N 1.077 0.718 1.229
H 3.651 -1.171 0.874
C -2.004 -0.371 -2.242
H 1.079 3.151 2.471
H -2.781 -3.209 -4.092
H -2.428 2.422 4.791
C -0.457 -1.920 3.246
H 2.685 -1.439 -2.648
C 2.411 3.276 -1.081
H -2.935 -1.474 2.506
H -2.094 -1.152 -5.083
H 3.209 -2.668 0.005
H 1.585 -2.564 -1.839
H -2.579 0.147 3.876
C 3.229 2.463 -1.854
C -1.704 2.086 4.064
C -1.791 0.807 3.541
N 2.192 -0.932 -0.640
C -2.899 -1.047 -4.352
C 2.397 0.527 -0.732
H -1.161 -1.845 4.074
H -2.617 0.978 -3.616
Au 0.541 -1.133 0.634
H 3.778 0.451 -2.365
N -2.553 -0.004 -3.387
C -0.669 2.918 3.668
H -2.596 -0.763 0.900
H 0.529 -1.616 3.589
C 1.836 -1.512 -1.969
H 4.244 -1.456 -0.778
C 3.407 -1.602 -0.094
H -4.105 -2.447 -3.188
H 0.985 -0.970 -2.375
C -0.870 0.380 2.600
H -0.564 3.901 4.107
H -3.814 -0.778 -4.877
S -2.001 -2.110 -2.086
H 2.393 4.343 -1.253
C -3.083 -2.325 -3.537
H 0.937 3.369 0.459
```

Values from the calculation:
- Total charge: +2
- HOMO energy (spin up / spin down): -14.02 / -14.02 eV


# 6
Molecular formula: C6H4N3O5
Method: DFT, ωB97M-V/def2-TZVPD

```
18
Properties=species:S:1:pos:R:3
O 2.684 -1.984 -0.007
C -1.197 1.076 -0.098
C -2.438 -1.009 -0.161
O 3.212 0.188 -0.434
C 2.494 1.423 -0.232
H -0.014 2.646 -0.065
O -0.069 -2.279 0.065
O 2.079 1.564 1.197
C 2.377 -0.864 -0.046
C -0.029 -1.122 0.192
H -3.070 -0.146 -0.351
H -2.470 -1.586 0.779
C 1.210 1.065 0.281
O -2.234 1.731 -0.386
N 1.092 -0.386 0.301
H -2.418 -1.681 -1.041
N -1.171 -0.326 0.009
N -0.038 1.691 -0.004
```

Values from the calculation:
- Total charge: -1
- HOMO energy: -3.79 eV


# 7
Molecular formula: C29H26ClMnN9PTe
Method: DFT, ωB97M-V/def2-TZVPD

```
68
Properties=species:S:1:pos:R:3
C 1.379 2.763 -1.987
C -3.521 4.236 -1.641
N 1.597 -1.914 2.060
H -2.281 2.043 4.417
H 3.249 5.574 -2.215
H 0.189 -6.338 1.358
C -0.868 -3.736 -1.512
H 2.582 -2.668 -3.532
C -2.288 3.779 -1.205
C 0.972 1.691 3.547
C 0.842 1.776 2.171
N 3.804 0.349 0.698
C 0.244 -2.152 1.933
H 2.803 -4.347 -0.476
H 2.841 3.440 -3.396
C 0.159 -2.994 -2.117
H 1.426 -5.211 1.894
C -0.418 1.954 1.593
C 2.302 -0.996 1.320
C -1.536 2.059 2.410
N 3.467 -0.495 1.697
H 2.673 -1.498 -2.234
C 1.075 -5.790 1.038
C 2.525 4.869 -1.826
C 1.500 -3.258 -1.771
H 1.954 1.535 3.976
C -0.152 1.782 4.359
H -3.610 5.241 -2.035
C 0.928 4.246 -0.143
C 0.758 -4.875 -0.112
H -1.426 4.430 -1.273
C 0.683 3.051 -0.817
H 0.407 4.456 0.784
C -4.503 2.119 -1.082
C 2.294 3.676 -2.493
H 1.852 -6.510 0.773
H -2.520 2.193 1.978
N 1.913 -0.510 0.141
P -0.502 1.812 -0.218
N 2.900 0.353 -0.216
H -5.596 3.753 -1.923
H 1.726 1.702 1.547
C 1.770 -4.182 -0.767
C 2.654 -2.568 -2.447
H -0.054 1.696 5.434
H 3.599 -2.994 -2.109
H 1.224 1.813 -2.486
N -1.769 -2.203 1.251
C -1.401 1.974 3.790
H -2.662 -2.549 -1.498
Mn 0.035 -0.687 -0.805
C -4.629 3.405 -1.580
C 1.846 5.153 -0.648
N -0.416 -2.920 2.780
Cl -3.140 0.067 -0.005
C -2.133 2.491 -0.695
C -0.547 -4.665 -0.526
H -5.354 1.453 -1.029
H -2.931 -4.292 -1.388
H 2.039 6.078 -0.118
H -1.353 -5.193 -0.027
N -0.547 -1.676 0.968
N -1.679 -2.923 2.308
H 1.992 -2.158 2.952
C -2.315 -3.522 -1.853
H -2.471 -3.535 -2.933
C -3.265 1.669 -0.648
Te -0.321 -1.327 -3.391
```

Values from the calculation:
- Expectation value of S²: 8.76
- Total charge: -1
- HOMO energy (spin up / spin down): -4.50 / -4.72 eV
- Spin multiplicity: 6